No. 1
Molecular formula: C40H62F3GeI3LuN4O4P3S
Method: DFT, wB97M-V/def2-TZVPD

Cartesian coordinates (Å):
Lu (1.249, -1.503, -1.266)
C (3.975, 2.554, 1.042)
C (3.636, 3.572, -0.109)
C (4.941, 4.077, -0.773)
P (2.248, 2.925, -1.321)
C (0.674, 3.301, -0.294)
N (0.235, 2.554, 0.780)
Ge (-0.178, 0.079, 0.856)
N (-0.104, -1.155, 2.426)
C (0.896, -2.191, 2.522)
P (0.866, -3.258, 1.011)
C (2.044, -4.595, 1.493)
C (3.442, -3.987, 1.205)
C (1.991, -5.015, 2.994)
C (-0.755, -3.918, 0.833)
C (-1.491, -4.472, 2.042)
C (-0.687, -4.902, -0.384)
C (-0.895, -0.894, 3.514)
C (-1.442, -1.885, 4.441)
C (-2.260, -1.472, 5.480)
C (-2.651, -0.186, 5.677)
C (-2.135, 0.755, 4.753)
C (-1.351, 0.401, 3.733)
N (-0.965, 1.302, 2.655)
C (-0.027, 2.369, 3.086)
C (0.342, 2.618, 4.395)
C (1.177, 3.682, 4.627)
C (1.625, 4.531, 3.609)
C (1.314, 4.157, 2.285)
C (0.521, 3.043, 2.021)
C (-2.205, 1.867, 2.035)
C (-2.731, 3.038, 2.534)
C (-4.020, 3.414, 2.196)
C (-4.691, 2.554, 1.276)
C (-4.081, 1.524, 0.678)
C (-2.791, 1.137, 1.056)
N (-2.087, -0.022, 0.569)
C (-2.653, -0.912, -0.368)
P (-1.642, -1.365, -1.807)
C (-1.788, 0.130, -2.811)
C (-1.384, 1.425, -2.085)
C (-3.184, 0.387, -3.384)
C (-2.571, -2.653, -2.690)
C (-2.221, -2.915, -4.207)
C (-4.155, -2.624, -2.487)
C (2.210, 4.252, -2.619)
C (1.817, 5.618, -2.182)
C (1.550, 3.639, -3.895)
H (4.500, 3.135, 1.823)
H (4.782, 1.930, 0.563)
H (3.120, 2.048, 1.485)
H (3.039, 4.314, 0.442)
H (5.490, 3.345, -1.359)
H (5.594, 4.506, 0.017)
H (4.833, 4.915, -1.460)
H (-0.054, 3.132, -1.092)
H (0.650, 4.404, -0.131)
H (0.578, -2.879, 3.322)
H (1.870, -1.791, 2.707)
H (1.882, -5.469, 0.904)
H (3.583, -3.171, 1.915)
H (3.549, -3.633, 0.163)
H (4.122, -4.774, 1.354)
H (2.422, -4.193, 3.591)
H (2.681, -5.868, 3.216)
H (1.048, -5.346, 3.344)
H (-1.335, -3.019, 0.637)
H (-1.253, -5.524, 2.296)
H (-2.537, -4.492, 1.819)
H (-1.201, -3.941, 2.967)
H (0.086, -5.657, -0.121)
H (-0.468, -4.463, -1.411)
H (-1.649, -5.423, -0.466)
H (-1.178, -2.919, 4.359)
H (-2.666, -2.250, 6.145)
H (-3.318, 0.192, 6.422)
H (-2.380, 1.834, 4.896)
H (0.097, 1.931, 5.194)
H (1.302, 3.885, 5.661)
H (2.274, 5.460, 3.729)
H (1.678, 4.847, 1.498)
H (-2.264, 3.537, 3.415)
H (-4.502, 4.331, 2.586)
H (-5.708, 2.649, 0.944)
H (-4.630, 0.951, -0.052)
H (-3.559, -0.446, -0.876)
H (-2.990, -1.818, 0.142)
H (-1.124, -0.054, -3.653)
H (-0.387, 1.276, -1.561)
H (-2.056, 1.737, -1.294)
H (-1.266, 2.224, -2.724)
H (-3.934, 0.484, -2.627)
H (-3.589, -0.437, -3.940)
H (-3.084, 1.250, -4.056)
H (-2.316, -3.629, -2.180)
H (-2.226, -2.006, -4.863)
H (-2.886, -3.617, -4.699)
H (-1.193, -3.218, -4.282)
H (-4.759, -1.862, -3.021)
H (-4.394, -2.599, -1.456)
H (-4.655, -3.480, -2.943)
H (3.310, 4.288, -2.854)
H (0.807, 5.506, -1.784)
H (1.955, 6.572, -2.788)
H (2.432, 5.722, -1.226)
H (2.219, 2.906, -4.306)
H (0.658, 3.099, -3.569)
H (1.254, 4.283, -4.716)
O (1.487, 0.332, -2.363)
H (2.024, 1.167, -1.964)
H (1.400, 0.275, -3.350)
I (3.725, -0.696, -0.028)
I (0.713, 0.026, -6.262)
I (-0.573, 2.350, -6.822)
F (3.753, -4.549, -4.214)
C (3.203, -3.400, -4.210)
F (3.025, -3.085, -5.487)
F (4.001, -2.538, -3.613)
S (1.598, -3.411, -3.381)
O (0.969, -2.100, -3.547)
O (0.846, -4.459, -3.963)
O (1.966, -3.612, -1.977)

Values from the calculation:
Energy above the lowest of the compared OMol25 structures with the same formula, charge and spin ... 2.828 eV
DFT total energy ... -8008.62751 hartree
LUMO energy (spin up / spin down) ... -0.149 / -0.168 hartree
Charge ... +1
Multiplicity ... 2
HOMO-LUMO gap (spin up / spin down) ... 0.20933 / 0.19069 Ha
HOMO level (spin up / spin down) ... -9.760 / -9.760 eV

Atomic partial charges in e from the Mulliken method, atoms 1 to 8: Lu 1.66; C -1.42; C 1.45; C -1.62; P 0.99; C -1.92; N 0.51; Ge 1.23

---

No. 2
Molecular formula: C40H62FN3SbSi3Ti
Method: DFT, wB97M-V/def2-TZVPD

Cartesian coordinates (Å):
Ti (-0.319, 0.342, 1.011)
C (0.172, -4.629, 0.343)
Sb (0.447, -2.780, 1.413)
C (-1.200, -1.629, 0.632)
C (-1.585, -1.844, -0.791)
C (-2.105, -3.047, -1.294)
C (-2.496, -3.143, -2.615)
C (-2.367, -2.034, -3.438)
C (-1.846, -0.884, -2.876)
N (-1.467, -0.779, -1.603)
Si (-2.764, -1.837, 1.691)
C (-3.598, -3.525, 1.529)
C (-4.022, -0.590, 1.064)
C (-2.498, -1.633, 3.536)
C (2.401, -2.123, 0.370)
C (2.715, -0.668, 0.545)
C (4.004, -0.161, 0.286)
C (4.362, 1.113, 0.660)
C (3.448, 1.923, 1.325)
C (2.186, 1.410, 1.485)
N (1.818, 0.190, 1.064)
Si (2.643, -2.721, -1.425)
C (4.155, -1.989, -2.286)
C (2.906, -4.578, -1.537)
C (1.226, -2.218, -2.534)
Si (3.642, -2.973, 1.601)
C (3.606, -2.005, 3.206)
C (5.431, -3.040, 1.012)
C (3.215, -4.767, 1.961)
H (-0.779, -5.026, 0.704)
H (0.957, -5.329, 0.616)
H (0.119, -4.527, -0.739)
H (-2.211, -3.898, -0.642)
H (-2.901, -4.073, -2.995)
H (-2.661, -2.054, -4.478)
H (-1.726, 0.007, -3.485)
H (-4.027, -3.710, 0.545)
H (-4.423, -3.538, 2.249)
H (-2.940, -4.360, 1.788)
H (-4.348, -0.882, 0.060)
H (-3.646, 0.434, 1.002)
H (-4.905, -0.582, 1.709)
H (-1.839, -2.413, 3.929)
H (-3.473, -1.756, 4.019)
H (-2.077, -0.674, 3.826)
H (4.730, -0.798, -0.185)
H (5.367, 1.465, 0.460)
H (3.690, 2.915, 1.674)
H (1.406, 2.009, 1.943)
H (5.117, -2.217, -1.825)
H (4.078, -0.909, -2.428)
H (4.164, -2.443, -3.283)
H (3.851, -4.882, -1.081)
H (2.975, -4.823, -2.602)
H (2.110, -5.187, -1.114)
H (1.042, -1.143, -2.463)
H (0.283, -2.724, -2.321)
H (1.501, -2.437, -3.571)
H (4.052, -1.013, 3.096)
H (4.186, -2.541, 3.963)
H (2.592, -1.879, 3.589)
H (5.931, -2.072, 0.974)
H (5.551, -3.530, 0.043)
H (5.974, -3.646, 1.745)
H (2.277, -4.906, 2.498)
H (4.013, -5.144, 2.609)
H (3.207, -5.389, 1.064)
F (-0.172, 0.091, 2.838)
C (-3.465, 2.250, 4.625)
C (-3.242, 2.825, 3.251)
C (-4.033, 3.867, 2.779)
C (-3.821, 4.369, 1.506)
C (-4.648, 5.512, 0.979)
C (-2.835, 3.815, 0.694)
C (-2.023, 2.754, 1.128)
C (-2.247, 2.302, 2.442)
N (-1.032, 2.110, 0.356)
C (-0.567, 2.689, -0.917)
C (0.030, 4.101, -0.750)
C (0.587, 4.613, -2.084)
C (1.730, 3.707, -2.545)
C (1.194, 2.286, -2.730)
C (0.118, 2.293, -3.814)
C (-1.038, 3.184, -3.357)
C (-0.526, 4.612, -3.139)
C (-1.620, 2.644, -2.045)
C (0.603, 1.805, -1.399)
H (-4.006, 2.948, 5.264)
H (-2.520, 2.002, 5.110)
H (-4.050, 1.328, 4.568)
H (-4.805, 4.292, 3.413)
H (-5.384, 5.840, 1.713)
H (-5.183, 5.224, 0.071)
H (-4.020, 6.369, 0.727)
H (-2.721, 4.236, -0.288)
H (-1.621, 1.530, 2.868)
H (0.832, 4.038, -0.005)
H (-0.698, 4.808, -0.358)
H (0.958, 5.633, -1.948)
H (2.533, 3.714, -1.799)
H (2.155, 4.074, -3.485)
H (2.010, 1.614, -3.014)
H (-0.233, 1.274, -4.002)
H (0.539, 2.666, -4.755)
H (-1.822, 3.189, -4.119)
H (-1.348, 5.258, -2.812)
H (-0.150, 5.022, -4.081)
H (-1.927, 1.605, -2.150)
H (-2.518, 3.200, -1.797)
H (1.406, 1.838, -0.658)
H (0.252, 0.770, -1.507)

Values from the calculation:
Energy above the lowest of the compared OMol25 structures with the same formula, charge and spin ... 0.134 eV
DFT total energy ... -3783.93297 hartree
LUMO energy (spin up / spin down) ... 0.000 / 0.001 hartree
Multiplicity ... 2
HOMO-LUMO gap (spin up / spin down) ... 0.25814 / 0.26146 Ha
HOMO level (spin up / spin down) ... -7.033 / -7.089 eV

Atomic partial charges in e from the Mulliken method, atoms 1 to 8: Ti -0.52; C -1.79; Sb 0.52; C 1.49; C -1.08; C -0.90; C -1.34; C -1.35

---

No. 3
Molecular formula: C40H65Br16N3
Method: DFT, wB97M-V/def2-TZVPD

Cartesian coordinates (Å):
C (6.870, -1.420, 1.294)
C (7.696, -0.830, 0.314)
C (7.145, -0.096, -0.689)
C (5.749, 0.089, -0.787)
N (5.254, 0.816, -1.833)
C (3.955, 0.940, -1.831)
C (3.313, 1.697, -2.955)
C (3.004, 3.170, -2.623)
C (2.154, 3.427, -1.374)
C (0.711, 2.909, -1.480)
C (0.068, 2.615, -0.093)
C (-0.619, 1.232, -0.047)
C (-0.593, 0.610, 1.366)
C (0.020, -0.804, 1.466)
C (-0.253, -1.732, 0.293)
C (0.393, -3.126, 0.552)
C (1.357, -3.468, -0.582)
C (0.643, -3.621, -1.937)
N (1.387, -2.961, -2.999)
C (1.109, -1.722, -3.485)
C (2.029, -1.445, -4.466)
C (2.885, -2.566, -4.576)
C (2.448, -3.488, -3.657)
C (3.121, 0.367, -0.826)
N (3.580, -0.317, 0.178)
C (4.937, -0.481, 0.199)
C (5.521, -1.238, 1.232)
H (7.276, -2.023, 2.092)
H (8.767, -0.967, 0.356)
H (7.773, 0.342, -1.451)
H (3.960, 1.658, -3.828)
H (2.385, 1.201, -3.240)
H (3.964, 3.667, -2.454)
H (2.561, 3.651, -3.495)
H (2.673, 3.046, -0.492)
H (2.107, 4.512, -1.279)
H (0.661, 2.038, -2.134)
H (0.115, 3.697, -1.942)
H (-0.632, 3.419, 0.130)
H (0.881, 2.654, 0.633)
H (-0.120, 0.624, -0.792)
H (-1.659, 1.398, -0.326)
H (0.037, 1.252, 1.985)
H (-1.572, 0.639, 1.841)
H (1.088, -0.738, 1.670)
H (-0.425, -1.273, 2.351)
H (-1.317, -1.824, 0.078)
H (0.251, -1.351, -0.595)
H (1.005, -3.047, 1.451)
H (-0.369, -3.894, 0.682)
H (2.104, -2.683, -0.701)
H (1.920, -4.380, -0.368)
H (-0.363, -3.211, -1.888)
H (0.553, -4.670, -2.218)
H (0.296, -1.111, -3.117)
H (2.063, -0.530, -5.033)
H (3.703, -2.644, -5.268)
H (2.873, -4.459, -3.476)
H (2.051, 0.505, -0.903)
H (4.899, -1.679, 1.996)
Br (1.003, 3.997, 3.748)
C (2.748, 3.337, 4.306)
C (3.089, 2.037, 3.630)
Br (2.098, 0.565, 4.426)
H (2.719, 3.246, 5.387)
H (3.454, 4.117, 4.024)
H (4.140, 1.796, 3.777)
H (2.863, 2.036, 2.568)
Br (-5.306, -4.096, -1.208)
C (-3.956, -3.984, 0.192)
C (-4.405, -3.097, 1.321)
Br (-4.270, -1.211, 0.843)
H (-3.039, -3.639, -0.277)
H (-3.822, -5.006, 0.539)
H (-3.759, -3.223, 2.186)
H (-5.434, -3.271, 1.617)
Br (-6.590, -1.467, -4.185)
C (-8.439, -1.939, -4.555)
C (-8.978, -2.906, -3.535)
Br (-8.308, -4.707, -3.832)
H (-8.470, -2.335, -5.565)
H (-8.988, -1.001, -4.516)
H (-10.059, -2.983, -3.621)
H (-8.713, -2.634, -2.519)
Br (5.100, 6.335, 2.202)
C (3.622, 7.579, 1.932)
C (2.558, 6.981, 1.056)
Br (3.100, 6.983, -0.816)
H (4.044, 8.490, 1.521)
H (3.229, 7.777, 2.925)
H (1.649, 7.575, 1.093)
H (2.325, 5.952, 1.319)
Br (-2.619, -7.499, 0.918)
C (-1.273, -7.398, 2.319)
C (-1.718, -6.507, 3.446)
Br (-1.570, -4.626, 2.968)
H (-0.354, -7.058, 1.853)
H (-1.145, -8.420, 2.669)
H (-1.071, -6.634, 4.312)
H (-2.748, -6.684, 3.738)
Br (-6.827, -5.431, 2.825)
C (-5.475, -5.319, 4.218)
C (-5.913, -4.432, 5.352)
Br (-5.781, -2.551, 4.878)
H (-4.560, -4.972, 3.744)
H (-5.339, -6.341, 4.565)
H (-5.257, -4.559, 6.210)
H (-6.940, -4.613, 5.650)
Br (-1.882, -0.439, -3.176)
C (-3.070, -0.334, -4.712)
C (-2.327, 0.097, -5.947)
Br (-1.935, 2.002, -5.924)
H (-3.874, 0.343, -4.444)
H (-3.468, -1.338, -4.839)
H (-2.941, -0.063, -6.831)
H (-1.379, -0.418, -6.063)
Br (2.096, 10.910, 2.840)
C (0.211, 10.477, 2.631)
C (-0.273, 9.557, 3.720)
Br (0.333, 7.730, 3.441)
H (0.095, 10.051, 1.640)
H (-0.311, 11.430, 2.679)
H (-1.359, 9.506, 3.715)
H (0.070, 9.853, 4.705)

Values from the calculation:
DFT total energy ... -42911.67298 hartree
LUMO energy ... 0.004 hartree
Structure (SMILES) ... c1ccc2nc(CCCCCCCCCCCCn3cccc3)cnc2c1.BrCCBr.BrCCBr.BrCCBr.BrCCBr.BrCCBr.BrCCBr.BrCCBr.BrCCBr
HOMO-LUMO gap ... 0.29303 Ha
HOMO level ... -7.863 eV

Atomic partial charges in e from the Mulliken method, atoms 1 to 8: C -0.42; C -0.56; C -0.43; C 0.54; N -0.60; C 0.60; C -0.70; C -1.49

---

No. 4
Molecular formula: C40H66CdGeIN6P3Se
Method: DFT, wB97M-V/def2-TZVPD

Cartesian coordinates (Å):
Cd (1.434, 0.491, 1.385)
C (-3.082, -2.683, 2.742)
C (-1.774, -3.475, 2.873)
C (-1.922, -4.857, 2.233)
P (-0.404, -2.322, 2.242)
C (-0.513, -2.312, 0.363)
N (-1.284, -1.289, -0.341)
Ge (-0.432, 0.470, -0.485)
N (0.507, 0.446, -2.130)
C (1.649, -0.477, -2.030)
P (3.385, -0.029, -1.385)
C (4.069, 1.015, -2.787)
C (3.665, 2.486, -2.534)
C (5.616, 0.872, -2.936)
C (4.105, -1.770, -1.744)
C (3.714, -2.724, -0.614)
C (3.767, -2.349, -3.162)
C (-0.093, 0.355, -3.394)
C (0.642, 0.598, -4.552)
C (0.074, 0.440, -5.824)
C (-1.243, 0.018, -5.920)
C (-2.012, -0.148, -4.761)
C (-1.461, 0.169, -3.516)
N (-2.296, 0.372, -2.345)
C (-3.111, -0.696, -1.800)
C (-4.425, -0.929, -2.217)
C (-5.100, -2.085, -1.869)
C (-4.443, -3.066, -1.175)
C (-3.215, -2.791, -0.606)
C (-2.511, -1.596, -0.858)
C (-2.770, 1.705, -2.325)
C (-3.391, 2.258, -3.399)
C (-3.711, 3.607, -3.377)
C (-3.506, 4.361, -2.226)
C (-2.847, 3.772, -1.148)
C (-2.462, 2.446, -1.185)
N (-1.792, 1.841, -0.141)
C (-1.644, 2.694, 1.006)
P (-0.935, 1.810, 2.517)
C (-0.955, 3.258, 3.721)
C (-1.872, 4.441, 3.413)
C (0.445, 3.811, 3.907)
C (-2.332, 0.741, 3.119)
C (-3.735, 1.356, 3.080)
C (-1.990, 0.254, 4.554)
C (1.216, -3.247, 2.463)
C (1.527, -4.530, 1.692)
C (1.401, -3.404, 3.967)
H (-3.977, -3.316, 2.991)
H (-3.268, -2.384, 1.694)
H (-3.145, -1.772, 3.329)
H (-1.535, -3.566, 3.907)
H (-1.885, -4.759, 1.125)
H (-2.871, -5.327, 2.514)
H (-1.047, -5.501, 2.446)
H (-0.768, -3.268, -0.071)
H (0.540, -2.191, 0.122)
H (1.728, -0.890, -3.028)
H (1.376, -1.333, -1.433)
H (3.606, 0.708, -3.750)
H (4.114, 2.794, -1.563)
H (2.587, 2.579, -2.472)
H (4.017, 3.159, -3.320)
H (6.089, 1.214, -2.031)
H (5.896, 1.563, -3.711)
H (5.963, -0.088, -3.232)
H (5.179, -1.685, -1.655)
H (2.631, -2.944, -0.550)
H (4.070, -2.295, 0.331)
H (4.260, -3.700, -0.721)
H (2.794, -2.855, -3.165)
H (4.456, -3.145, -3.442)
H (3.741, -1.569, -3.960)
H (1.646, 0.954, -4.496)
H (0.652, 0.585, -6.671)
H (-1.709, -0.187, -6.872)
H (-3.046, -0.493, -4.818)
H (-4.877, -0.223, -2.868)
H (-6.092, -2.252, -2.219)
H (-4.920, -4.022, -0.951)
H (-2.769, -3.513, 0.037)
H (-3.463, 1.674, -4.272)
H (-4.139, 4.054, -4.283)
H (-3.830, 5.397, -2.158)
H (-2.614, 4.421, -0.330)
H (-2.610, 3.145, 1.268)
H (-1.010, 3.587, 0.837)
H (-1.252, 2.819, 4.681)
H (-1.682, 4.855, 2.380)
H (-1.656, 5.223, 4.142)
H (-2.914, 4.209, 3.437)
H (0.708, 4.346, 2.978)
H (1.204, 3.090, 4.095)
H (0.512, 4.616, 4.637)
H (-2.265, -0.087, 2.421)
H (-3.789, 2.250, 3.697)
H (-4.413, 0.577, 3.426)
H (-4.005, 1.587, 2.047)
H (-1.770, 1.050, 5.258)
H (-1.109, -0.358, 4.481)
H (-2.786, -0.369, 4.941)
H (1.930, -2.459, 2.165)
H (1.061, -5.408, 2.171)
H (2.617, -4.704, 1.632)
H (1.133, -4.533, 0.673)
H (0.709, -4.187, 4.318)
H (1.225, -2.442, 4.479)
H (2.420, -3.774, 4.108)
Se (3.012, 0.277, 3.142)
I (7.278, -1.882, 1.301)
C (6.289, -0.141, 1.711)
H (5.534, 0.246, 1.027)
H (6.587, 0.420, 2.602)
N (2.351, 4.528, 0.280)
N (2.403, 3.211, 0.869)
H (3.274, 4.874, 0.103)
H (1.974, 4.383, -0.687)
H (2.487, 3.252, 1.860)
H (3.214, 2.666, 0.574)

Values from the calculation:
Energy above the lowest of the compared OMol25 structures with the same formula, charge and spin ... 2.184 eV
DFT total energy ... -7860.12685 hartree
LUMO energy (spin up / spin down) ... 0.081 / 0.081 hartree
Charge ... -1
Multiplicity ... 2
HOMO-LUMO gap (spin up / spin down) ... 0.20617 / 0.20644 Ha
HOMO level (spin up / spin down) ... -3.411 / -3.423 eV

Atomic partial charges in e from the Mulliken method, atoms 1 to 8: Cd 2.34; C -0.82; C 0.59; C -1.42; P -0.17; C 0.43; N 0.30; Ge -1.65